# 1
{
  "formula": "C6H12O",
  "method": "the ωB97M-V functional and the def2-TZVPD basis",
  "smiles": "CC(C)[C@H]1C[C@H]1O",
  "orbital_gap_ev": 10.573,
  "de_lowest_kj_mol": 128.7,
  "lumo_ev": 0.96,
  "energy_ha": -311.0102,
  "symbols": ["C", "C", "C", "C", "C", "C", "O", "H", "H", "H", "H", "H", "H", "H", "H", "H", "H", "H", "H"],
  "positions_angstrom": [[0.353, -1.564, 0.443], [-0.495, -0.316, 0.700], [-1.976, -0.651, 0.493], [-0.127, 0.924, -0.121], [1.113, 1.739, 0.156], [0.961, 1.068, -1.165], [1.889, 0.061, -1.439], [1.424, -1.372, 0.534], [0.077, -2.351, 1.154], [0.165, -1.960, -0.565], [-0.366, -0.045, 1.758], [-2.279, -1.496, 1.122], [-2.168, -0.925, -0.553], [-2.618, 0.201, 0.741], [-1.000, 1.532, -0.358], [1.044, 2.821, 0.228], [1.850, 1.282, 0.811], [0.717, 1.694, -2.025], [1.437, -0.645, -1.914]],
  "lowdin_charge": [-0.079, -0.393, -0.090, -0.206, -0.060, -0.332, -0.025, 0.075, 0.079, 0.080, 0.135, 0.076, 0.084, 0.076, 0.132, 0.102, 0.117, 0.140, 0.090]
}

=====

# 2
{
  "formula": "C6H12O",
  "method": "the ωB97M-V functional and the def2-TZVPD basis",
  "smiles": "CCC(C)=O.C=C",
  "orbital_gap_ev": 10.611,
  "de_lowest_kj_mol": 114.0,
  "lumo_ev": 0.95,
  "energy_ha": -311.0158,
  "symbols": ["C", "C", "C", "C", "O", "H", "H", "H", "H", "H", "H", "H", "H", "C", "C", "H", "H", "H", "H"],
  "positions_angstrom": [[0.109, 0.229, -1.534], [0.967, -0.396, -0.426], [0.207, -1.482, 0.316], [0.155, -2.849, -0.330], [-0.348, -1.263, 1.374], [0.662, 1.029, -2.037], [-0.170, -0.509, -2.294], [-0.804, 0.664, -1.117], [1.251, 0.368, 0.305], [1.883, -0.817, -0.859], [-0.169, -2.779, -1.374], [1.159, -3.291, -0.331], [-0.524, -3.495, 0.229], [-0.388, 2.869, 0.983], [-1.071, 1.992, 1.711], [-0.707, 3.903, 0.875], [0.528, 2.592, 0.464], [-1.984, 2.281, 2.228], [-0.757, 0.954, 1.817]],
  "lowdin_charge": [-0.095, -0.187, -0.453, -0.015, 0.062, 0.076, 0.070, 0.072, 0.100, 0.115, 0.081, 0.089, 0.084, -0.083, -0.064, 0.043, 0.034, 0.049, 0.023]
}

=====

# 3
{
  "formula": "C6H12O",
  "method": "the ωB97M-V functional and the def2-TZVPD basis",
  "smiles": "CCO[C@H]1C[C@H]1C",
  "orbital_gap_ev": 10.621,
  "de_lowest_kj_mol": 187.5,
  "lumo_ev": 1.09,
  "energy_ha": -310.9879,
  "symbols": ["C", "C", "O", "C", "C", "C", "C", "H", "H", "H", "H", "H", "H", "H", "H", "H", "H", "H", "H"],
  "positions_angstrom": [[2.651, 0.173, -0.022], [1.269, 0.806, -0.022], [0.467, 0.512, 1.115], [-0.260, -0.641, 0.846], [-1.707, -0.854, 1.105], [-1.165, -0.711, -0.340], [-1.697, 0.562, -0.998], [2.586, -0.905, 0.156], [3.316, 0.600, 0.731], [3.099, 0.314, -1.013], [0.732, 0.420, -0.889], [1.303, 1.893, -0.117], [0.302, -1.568, 0.992], [-2.371, -0.021, 1.325], [-1.980, -1.749, 1.666], [-0.963, -1.513, -1.050], [-1.235, 0.832, -1.956], [-2.765, 0.421, -1.189], [-1.581, 1.430, -0.340]],
  "lowdin_charge": [-0.066, -0.269, -0.083, -0.356, -0.038, -0.268, -0.086, 0.073, 0.073, 0.078, 0.090, 0.125, 0.148, 0.106, 0.100, 0.132, 0.076, 0.077, 0.087]
}

=====

# 4
{
  "formula": "C6H12O",
  "method": "the ωB97M-V functional and the def2-TZVPD basis",
  "smiles": "C=CC/C=C/C.O",
  "orbital_gap_ev": 10.044,
  "de_lowest_kj_mol": 198.4,
  "lumo_ev": 0.90,
  "energy_ha": -310.9837,
  "symbols": ["C", "C", "C", "C", "C", "C", "H", "H", "H", "H", "H", "H", "H", "H", "H", "H", "O", "H", "H"],
  "positions_angstrom": [[2.579, 1.967, 2.239], [1.454, 2.001, 1.531], [1.333, 1.430, 0.154], [0.795, 0.020, 0.192], [1.027, -0.942, -0.694], [0.376, -2.298, -0.612], [2.733, 2.153, 3.294], [3.525, 1.899, 1.707], [0.481, 2.230, 1.965], [2.268, 1.513, -0.409], [0.600, 2.006, -0.439], [0.101, -0.093, 1.021], [1.604, -0.732, -1.588], [0.448, -2.677, 0.413], [0.891, -3.062, -1.190], [-0.700, -2.163, -0.746], [-6.722, -1.007, -1.963], [-5.984, -0.520, -2.286], [-6.812, -1.726, -2.588]],
  "lowdin_charge": [0.002, -0.201, -0.235, -0.136, -0.171, -0.114, 0.049, 0.057, 0.100, 0.113, 0.114, 0.112, 0.100, 0.070, 0.066, 0.075, -0.043, 0.013, 0.030]
}

=====

# 5
{
  "formula": "C6H12O",
  "method": "the ωB97M-V functional and the def2-TZVPD basis",
  "orbital_gap_ev": 8.937,
  "de_lowest_kj_mol": 579.3,
  "lumo_ev": 0.98,
  "energy_ha": -310.8386,
  "symbols": ["C", "C", "C", "C", "O", "C", "C", "H", "H", "H", "H", "H", "H", "H", "H", "H", "H", "H", "H"],
  "positions_angstrom": [[-1.613, -0.973, -0.754], [-0.818, 0.167, -0.118], [-1.687, 1.042, 0.787], [0.347, -0.364, 0.689], [1.420, -0.987, -0.025], [1.560, 0.412, 0.946], [2.413, 0.140, -0.862], [-2.427, -0.589, -1.380], [-0.970, -1.598, -1.381], [-2.062, -1.617, 0.014], [-0.405, 0.799, -0.915], [-2.109, 0.457, 1.614], [-2.523, 1.478, 0.231], [-1.101, 1.861, 1.218], [0.042, -1.062, 1.477], [2.088, 0.020, 1.826], [1.844, 0.927, -1.349], [2.665, -0.658, -1.569], [3.338, 0.546, -0.448]],
  "lowdin_charge": [-0.067, -0.397, -0.069, -0.401, -0.137, 0.039, -0.023, 0.078, 0.078, 0.083, 0.133, 0.083, 0.079, 0.081, 0.159, 0.068, 0.069, 0.078, 0.065]
}

=====

# 6
{
  "formula": "C6H12O2",
  "method": "the ωB97M-V functional and the def2-TZVPD basis",
  "multiplicity": 2,
  "orbital_gap_ev": [4.046, 7.436],
  "de_lowest_kj_mol": 33.7,
  "charge": -1,
  "lumo_ev": [4.03, 4.00],
  "energy_ha": -386.2320,
  "symbols": ["O", "C", "C", "C", "C", "C", "C", "H", "H", "H", "H", "H", "H", "H", "H", "H", "H", "H", "H", "O"],
  "positions_angstrom": [[-2.101, -1.639, 0.671], [-1.170, -0.875, 1.164], [0.269, -1.188, 0.897], [1.268, -0.093, 1.313], [0.978, 1.238, 0.618], [-0.010, 1.895, -1.548], [0.876, 1.162, -0.893], [-1.409, 0.011, 1.754], [0.552, -2.152, 1.359], [0.433, -1.388, -0.174], [2.251, -0.420, 0.952], [1.268, 0.005, 2.402], [0.031, 1.632, 0.939], [1.744, 1.975, 0.897], [-0.765, 2.587, -1.202], [-0.027, 1.829, -2.643], [1.492, 0.482, -1.468], [-1.330, -2.125, -1.409], [-2.515, -1.273, -1.527], [-1.836, -1.664, -2.099]],
  "mulliken_spin": [0.232, 0.638, 0.025, 0.035, 0.101, -0.020, -0.004, -0.003, 0.021, 0.026, -0.005, -0.021, -0.007, -0.008, -0.019, 0.003, -0.004, 0.000, 0.003, 0.008]
}